Computed, not measured: a molecular structure, C5H12NO in a non-equilibrium geometry, with ωB97M-V/def2-TZVPD.

```
19
Properties=species:S:1:pos:R:3:forces:R:3
H -1.2636 -1.5923 -2.0436 0.4 1.0 0.8
H -1.5762 -0.0142 0.6690 -1.4 1.8 0.8
C 2.7519 0.3737 -0.3211 -1.3 -1.2 -0.8
H -1.9281 -2.0450 0.2962 -0.1 1.2 -0.1
H -0.6482 -1.0622 2.2954 -0.3 0.4 -1.1
C -1.0524 -0.7294 -1.3486 -1.3 1.5 0.0
H -0.0539 -0.1553 -1.6055 -2.1 -1.4 0.6
H 3.6354 0.7364 0.1771 0.5 0.1 1.7
H 2.2673 1.2994 -0.6538 0.1 -0.2 -0.1
O -2.3263 1.3386 0.0495 0.2 0.1 0.6
H 0.2050 0.9646 0.1552 0.4 0.7 -0.2
H -2.9609 2.0453 0.3538 1.0 -1.2 -0.2
H -1.9894 0.0734 -1.3950 2.2 -1.6 -0.4
N 1.8131 -0.5105 0.3579 -0.1 4.0 0.3
C 0.6860 0.3111 0.9018 -1.2 -2.6 1.2
H 3.3749 -0.1558 -1.0780 -1.0 -0.2 0.0
C -1.2803 -1.1627 0.0994 3.4 -1.1 1.6
C -0.5156 -0.6849 1.2553 0.1 -0.6 -3.2
H 0.8615 0.9700 1.8350 0.6 -0.8 -1.5
```
Forces are in eV/Å.

Values from the calculation:
charge	+1
ΔE to the lowest compared entry with this formula, charge and spin	233.0	kcal per mole
multiplicity	1
gap between HOMO and LUMO	0.13880	hartree


Computed, not measured: 2 unconnected molecules or ions with the total composition C5H12NO in a non-equilibrium geometry, with ωB97M-V/def2-TZVPD.

```
19
Properties=species:S:1:pos:R:3:forces:R:3
H -1.3174 1.8535 0.9092 0.1 0.0 0.0
O 0.0696 -1.5334 -1.6577 0.0 0.4 0.0
H 0.8571 2.6322 -0.3292 -0.1 -0.1 0.1
C 0.2841 -0.3715 2.1718 -0.5 -0.3 -0.3
C 0.8664 1.6777 -0.8524 0.6 0.5 -0.5
N 0.1415 0.6666 -0.0476 -0.4 -0.2 -0.3
C 0.9490 0.1807 1.0164 1.1 -0.2 0.6
H 0.1726 -3.2637 -2.6757 0.0 0.1 -0.1
H 0.4346 0.4180 2.9244 0.1 0.2 0.1
H -0.1768 -3.3680 -0.8524 0.0 0.1 0.1
H 0.8748 -1.2021 2.5623 0.0 0.1 0.0
H -1.6784 1.4400 -0.7736 0.1 0.0 0.0
H 0.4004 1.7975 -1.8279 -0.2 -0.1 0.1
H 1.8987 1.3595 -0.9762 -0.1 -0.1 0.1
C -1.2695 1.0635 0.1608 -0.8 0.2 0.2
C 0.0195 -2.7342 -1.7285 0.0 -0.6 0.0
H -1.8781 0.2237 0.4868 0.1 0.0 0.0
H 0.1310 -0.2269 -0.6385 0.0 0.0 0.0
H -0.7792 -0.6128 2.1282 -0.1 0.0 0.1
```
Forces are in eV/Å.

Values from the calculation:
charge	+1
ΔE to the lowest compared entry with this formula, charge and spin	99.6	kcal per mole
multiplicity	1
gap between HOMO and LUMO	0.32196	hartree


Computed, not measured: a molecular structure, C5H12NO2 in a non-equilibrium geometry, with ωB97M-V/def2-TZVPD.

```
20
Properties=species:S:1:pos:R:3:forces:R:3
H -0.7163 -0.5005 -1.3393 -0.2 -0.3 0.0
N 3.1831 -0.2517 1.2510 0.3 0.1 -0.4
H 3.1804 0.2368 -0.8438 -0.3 0.0 -0.2
C -1.6280 0.6965 0.1788 0.1 0.1 0.1
H 3.1981 1.6227 0.1739 -0.1 0.1 0.1
C 0.6179 -0.5337 0.2586 -0.8 0.2 -1.8
H -1.2482 1.5953 -0.3561 0.2 -0.1 -0.2
H 0.9676 1.2712 -0.8093 -0.5 0.6 0.4
H 4.1478 -0.0016 1.4875 -0.3 -0.2 0.1
C -0.7977 -0.5526 -0.2453 0.0 0.8 -0.1
H -4.4745 -1.4173 -1.2284 0.0 -0.1 0.0
O -3.6067 -1.6410 -0.8825 0.2 0.4 0.2
H 0.8121 0.3716 1.1223 -0.3 -0.4 1.0
H -3.2539 -0.5967 -0.4227 -0.4 -0.6 -0.4
H -1.3674 0.9248 1.2366 0.0 -0.2 0.2
C 2.8196 0.5830 0.1679 0.8 0.2 1.0
H -1.3790 -1.4309 0.0043 0.2 -0.3 0.2
H 1.1180 -1.4954 0.3402 0.4 0.4 1.4
C 1.3778 0.5905 -0.0789 0.9 -1.3 -1.8
O -2.9507 0.5289 -0.0148 -0.2 0.3 0.1
```
Forces are in eV/Å.

Values from the calculation:
charge	-1
ΔE to the lowest compared entry with this formula, charge and spin	161.2	kcal per mole
multiplicity	1
gap between HOMO and LUMO	0.23616	hartree